{"formula": "C6H9NO", "method": "ωB97M-V/def2-TZVPD", "species": ["H", "N", "C", "C", "C", "C", "C", "C", "O", "H", "H", "H", "H", "H", "H", "H", "H"], "coordinates": [[1.077996, -1.064194, 2.501530], [1.483321, -0.463356, 1.780848], [0.796123, -0.431864, 0.734309], [0.897921, 0.293621, -0.496714], [0.344590, -0.323073, -1.598291], [1.028987, 1.782559, -0.377424], [-0.603048, -1.260710, 0.247460], [-1.876601, -0.499439, 0.514407], [-0.492609, -2.466030, 0.251211], [0.536113, -1.352826, -1.850310], [0.100333, 0.286178, -2.460759], [0.584073, 2.294461, -1.231455], [0.593919, 2.176157, 0.541540], [2.099464, 2.009142, -0.340680], [-1.800711, 0.529776, 0.167158], [-2.706263, -1.014260, 0.026508], [-2.063609, -0.496142, 1.590662]], "atomic_forces_ev_per_a": [[0.0, 0.0, -0.2], [0.1, 0.3, 0.1], [-2.2, -2.4, -0.8], [-1.0, 0.9, -2.0], [2.2, 1.6, -0.3], [0.2, 0.1, -0.3], [2.0, -0.4, 5.1], [-0.2, 0.0, -1.0], [-0.6, 0.3, -1.1], [-0.6, -0.4, 0.5], [0.1, 0.2, 0.0], [0.1, 0.0, 0.0], [0.0, -0.1, 0.0], [-0.1, 0.1, 0.0], [-0.1, 0.0, 0.0], [-0.1, 0.2, 0.0], [0.2, -0.1, 0.0]], "homo_lumo_gap_ev": 8.3760, "e_tot_ha": -363.9136, "lumo_ev": -0.16, "homo_energy_ev": -8.5, "e_above_lowest_ev": 3.010, "smiles": "[H]/N=C(/C(=C)C)C(C)=O"}

***

{"formula": "C6H9NO", "method": "ωB97M-V/def2-TZVPD", "species": ["O", "C", "C", "C", "C", "C", "N", "C", "H", "H", "H", "H", "H", "H", "H", "H", "H"], "coordinates": [[1.874467, -1.366283, 0.075302], [0.677236, -0.434644, 0.281447], [0.386429, 0.640002, 1.296298], [-0.766917, 1.008696, 0.053796], [0.534849, 0.704641, -0.798423], [-1.519328, -0.210601, -0.339595], [-1.751276, -1.337453, 0.549664], [-0.584776, -1.229534, -0.184844], [2.800301, -0.733567, -0.219895], [0.155431, 0.271153, 2.308318], [0.874624, 1.631733, 1.044637], [-1.214585, 1.944289, -0.051183], [0.472688, 0.505855, -1.800413], [1.458785, 1.428686, -0.761835], [-1.847795, -0.232698, -1.465794], [-1.265225, -0.944579, 1.296986], [-0.284907, -1.645703, -1.284463]], "atomic_forces_ev_per_a": [[2.4, 4.4, -0.1], [2.8, -0.9, -3.6], [-2.1, 0.3, -1.1], [2.8, -0.8, 0.3], [1.8, 1.6, 2.4], [-2.5, 2.0, -3.4], [-1.9, -0.7, -0.2], [6.4, -2.1, -5.0], [-4.4, -2.7, 1.5], [-0.1, 1.0, -0.2], [0.3, -1.6, 1.8], [-0.7, 1.6, 0.4], [-0.8, -1.1, -2.6], [-1.8, -0.9, 0.4], [-0.6, 0.3, 2.7], [-0.7, 0.3, 3.5], [-0.9, -0.4, 3.2]], "homo_lumo_gap_ev": 10.1399, "e_tot_ha": -363.7684, "lumo_ev": 0.68, "homo_energy_ev": -9.5, "e_above_lowest_ev": 6.963, "smiles": "O[C@]12C[C@H](C1)[C@@H]1N[C@@H]12"}

***

{"formula": "C6H9NO", "method": "ωB97M-V/def2-TZVPD", "species": ["C", "C", "C", "C", "C", "C", "N", "O", "H", "H", "H", "H", "H", "H", "H", "H", "H"], "coordinates": [[-0.955282, -1.553827, -0.248036], [-2.879263, 1.443145, 0.419207], [-0.478634, -0.453039, 0.396958], [1.669744, -0.687603, 1.109037], [1.274516, 0.183126, -1.368023], [0.825178, 0.091255, 0.122231], [-1.630304, -2.416252, -0.648641], [-1.748876, 1.018656, 0.131553], [-3.797147, 0.885211, 0.387705], [-2.978618, 2.582383, 0.415006], [1.402363, -0.356959, 2.087723], [2.707453, -0.370240, 0.890322], [1.672732, -1.878680, 1.027434], [0.458119, 0.670801, -1.901270], [1.306236, -0.874094, -1.703674], [2.253179, 0.564739, -1.665346], [0.898606, 1.151378, 0.547807]], "atomic_forces_ev_per_a": [[-1.7, -0.6, -0.6], [2.6, 1.5, -2.0], [0.1, 0.0, 1.6], [1.8, -2.4, -0.8], [-0.6, -2.0, 0.3], [0.6, 3.3, -0.6], [0.4, -0.1, -0.2], [-1.9, 0.7, 0.4], [-0.3, -0.9, 0.4], [0.0, -1.3, 0.6], [-0.1, -0.2, 0.7], [-0.3, -0.3, 0.3], [-0.3, 2.6, 0.1], [0.3, 0.1, -0.2], [-0.2, 0.4, -0.2], [-0.1, 0.5, 0.6], [-0.3, -1.2, -0.5]], "homo_lumo_gap_ev": 7.3382, "e_tot_ha": -363.8119, "lumo_ev": -0.55, "homo_energy_ev": -7.9, "e_above_lowest_ev": 5.777}

***

{"formula": "C6H9NO", "method": "ωB97M-V/def2-TZVPD", "species": ["C", "C", "C", "C", "C", "C", "H", "H", "H", "H", "H", "H", "H", "H", "H", "N", "O"], "coordinates": [[-0.392551, 0.183026, -0.682552], [-0.156931, 1.012104, 0.639901], [0.691977, -0.303006, 0.906987], [1.086449, -0.235665, -0.638854], [-0.363689, -1.380490, 0.954058], [-1.059087, -1.024345, -0.110408], [-0.608524, 1.525546, -2.155868], [-2.044836, 0.865191, -1.592232], [-0.989604, 1.140931, 1.277138], [0.398258, 1.891896, 0.460380], [2.573925, 0.075347, 1.613782], [1.197229, -1.132164, -1.331186], [1.766764, 0.598194, -0.662878], [-0.638589, -2.028531, 1.747592], [-1.972034, -1.468110, -0.435724], [-1.047464, 0.612616, -1.896183], [1.558705, -0.332543, 1.906045]], "atomic_forces_ev_per_a": [[-0.5, 0.6, -0.4], [0.0, -2.2, -1.1], [-0.4, 0.5, -1.4], [-1.4, -1.3, 0.2], [-0.2, 1.1, -0.6], [-0.8, -1.1, 0.3], [-0.7, -0.9, 0.0], [1.8, -0.4, -0.9], [-0.9, 0.3, 0.7], [0.8, 1.1, 0.0], [-4.6, -1.7, 1.2], [0.8, 1.0, 1.3], [0.5, 0.2, -0.9], [0.2, -0.6, 0.4], [-0.5, 0.0, -0.4], [-0.9, 2.1, 0.6], [6.8, 1.4, 1.1]], "homo_lumo_gap_ev": 9.5519, "e_tot_ha": -363.8961, "lumo_ev": 0.68, "homo_energy_ev": -8.9, "e_above_lowest_ev": 3.486}

***

{"formula": "C6H9NO", "method": "ωB97M-V/def2-TZVPD", "species": ["C", "O", "C", "C", "C", "N", "C", "C", "H", "H", "H", "H", "H", "H", "H", "H", "H"], "coordinates": [[1.457202, 0.112722, 1.993244], [0.650682, -1.129409, 1.738054], [0.599628, -0.018223, 0.601130], [1.036572, -0.244547, -0.916607], [-0.479550, -0.717145, -1.301382], [-1.684694, -0.220317, -2.074050], [-1.247776, 0.491254, -0.875475], [-1.003673, 0.333222, 0.795042], [0.584128, 1.056557, 2.355474], [2.667599, -0.051562, 2.082739], [1.346638, 0.788023, -1.336612], [2.042533, -1.017963, -1.216131], [-0.559874, -1.711700, -0.824103], [-1.810322, 0.400812, -2.913446], [-0.791555, 1.458055, -0.868763], [-1.236467, -0.723015, 1.364248], [-1.571072, 1.193237, 1.396637]], "atomic_forces_ev_per_a": [[-3.6, 0.7, -2.8], [2.6, 2.9, -1.6], [1.0, -1.3, 4.2], [0.9, -0.8, -0.9], [2.3, 1.8, -1.6], [-0.1, 0.3, 1.0], [0.1, -2.2, 3.5], [-2.0, -1.8, -0.3], [3.8, -2.8, 0.5], [-3.5, 0.9, -0.1], [-0.7, -1.7, 0.6], [-3.3, 2.1, 1.4], [-0.9, 0.8, -0.4], [1.1, -1.0, 1.1], [0.5, 0.6, -1.5], [-0.4, 2.9, -1.7], [2.2, -1.4, -1.1]], "homo_lumo_gap_ev": 9.4931, "e_tot_ha": -363.6461, "lumo_ev": 0.87, "homo_energy_ev": -8.6, "e_above_lowest_ev": 10.290, "smiles": "C1OC12C[C@@H]1N[C@H]1C2"}

***

{"formula": "C6H9NO", "method": "ωB97M-V/def2-TZVPD", "species": ["C", "C", "O", "C", "N", "H", "H", "H", "C", "C", "C", "H", "H", "H", "H", "H", "H"], "coordinates": [[2.770135, 1.136844, -0.971527], [1.287608, 0.938548, -1.107534], [0.734107, 0.442531, -2.048708], [0.547902, 1.796309, -0.084762], [0.077787, 2.422382, 0.752334], [3.292636, 0.578812, -1.745331], [3.092290, 0.820286, 0.019523], [3.016040, 2.193230, -1.073647], [-2.563924, -1.523996, -0.268586], [-1.438614, -1.029403, 0.210398], [-1.096123, -0.912083, 1.656919], [-2.765707, -1.582468, -1.325536], [-3.334306, -1.901879, 0.385762], [-0.629439, -0.751258, -0.489761], [-1.938857, -1.174636, 2.292132], [-0.250217, -1.559916, 1.890852], [-0.801317, 0.106696, 1.907472]], "atomic_forces_ev_per_a": [[0.1, -0.7, 0.1], [0.1, 2.0, -0.7], [0.0, -0.3, 0.7], [0.1, -1.1, -0.4], [-0.1, 0.2, 0.1], [0.0, -0.1, 0.1], [0.1, 0.0, 0.0], [-0.2, 0.1, 0.0], [-0.2, 0.0, -0.1], [0.8, 0.0, -0.4], [0.0, 0.1, 0.1], [0.1, -0.1, -0.2], [-0.2, 0.1, 0.2], [-0.7, 0.0, 0.3], [0.0, -0.1, 0.0], [0.0, 0.0, 0.1], [0.0, 0.1, 0.0]], "homo_lumo_gap_ev": 9.0997, "e_tot_ha": -363.9545, "lumo_ev": -0.43, "homo_energy_ev": -9.5, "e_above_lowest_ev": 1.899, "smiles": "CC(=O)C#N.C=CC"}

***

{"formula": "C6H9NO", "method": "ωB97M-V/def2-TZVPD", "species": ["C", "C", "C", "C", "C", "C", "N", "O", "H", "H", "H", "H", "H", "H", "H", "H", "H"], "coordinates": [[-2.788001, -0.447106, 0.095573], [2.640501, 0.423338, -0.018625], [0.824042, -1.298639, 0.173848], [1.584895, -0.038929, 0.609212], [-0.729625, -1.319256, -0.072860], [-0.968559, 1.146927, -0.374828], [-1.433108, -0.184841, -0.085516], [-3.515213, 0.495046, 0.306796], [-3.028512, -1.493582, -0.210158], [3.289090, 1.262510, 0.193441], [3.062907, -0.079904, -0.939447], [1.180950, -1.636864, -0.765992], [0.895399, -2.038681, 1.033754], [1.194038, 0.486609, 1.412799], [-1.122583, 1.915103, 0.432761], [0.179026, 1.079791, -0.448691], [-1.265245, 1.728474, -1.342065]], "atomic_forces_ev_per_a": [[-1.3, 1.6, -1.6], [1.9, -0.7, -2.1], [-1.9, 1.2, 1.5], [-0.1, -1.3, -1.5], [1.4, 0.1, 1.1], [2.7, 3.2, -0.3], [1.2, -1.4, -0.7], [-0.3, -1.1, 0.4], [-0.1, 0.5, 0.9], [-0.5, 0.3, 0.7], [-0.8, 0.2, 1.0], [0.9, -1.0, -0.6], [0.2, 0.4, -1.4], [-0.6, 0.8, 1.7], [-0.3, -1.1, -0.5], [-2.1, 0.1, -0.1], [-0.2, -1.9, 1.5]], "homo_lumo_gap_ev": 9.1688, "e_tot_ha": -363.8670, "lumo_ev": 0.64, "homo_energy_ev": -8.5, "e_above_lowest_ev": 4.279}

***

{"formula": "C6H9NO", "method": "ωB97M-V/def2-TZVPD", "species": ["O", "C", "C", "C", "C", "C", "N", "C", "H", "H", "H", "H", "H", "H", "H", "H", "H"], "coordinates": [[-2.887406, 0.885364, -0.432314], [-2.298949, -0.089559, 0.088645], [-0.829241, -0.155806, 0.398810], [0.065301, -1.322689, -0.309605], [1.526559, -0.680578, -0.387127], [1.180685, 0.591906, 0.287261], [1.022608, 2.010158, -0.196044], [-0.170024, 0.999833, -0.200938], [-3.132556, -0.786694, 0.741480], [-0.795264, -0.237748, 1.479986], [-0.313635, -1.712158, -1.233496], [0.048889, -1.904296, 0.573688], [2.335090, -1.167291, 0.194650], [1.717304, -0.336398, -1.408553], [1.410152, 0.439990, 1.343993], [1.119886, 2.720365, 0.488722], [0.000596, 0.745594, -1.429151]], "atomic_forces_ev_per_a": [[2.4, -3.0, 0.9], [-5.3, 1.7, 1.3], [-2.2, -0.4, -1.4], [0.5, 1.4, 2.3], [-0.7, 0.7, -0.9], [1.4, 2.7, 0.1], [-0.7, -2.6, -0.2], [4.3, 0.8, -4.2], [2.5, 0.8, -1.8], [0.2, 0.0, 0.2], [-0.3, -0.4, -0.1], [0.2, -2.3, 0.0], [-0.5, -0.3, -1.0], [0.7, -1.0, -0.1], [-0.8, 0.8, 0.3], [-0.1, 0.4, 1.4], [-1.5, 0.7, 3.3]], "homo_lumo_gap_ev": 9.7361, "e_tot_ha": -363.7777, "lumo_ev": 0.77, "homo_energy_ev": -9.0, "e_above_lowest_ev": 6.710, "smiles": "O=C[C@H]1CC[C@H]2N[C@H]12"}

***

Q: Which formula does entry 1 have?
A: C6H9NO